Entry from OMol25: C26H34IIrN3O2Si2 as an isolated structure at a distorted geometry (ωB97M-V/def2-TZVPD).

XYZ file:
```
69
Properties=species:S:1:pos:R:3:forces:R:3:lowdin_charge:R:1
Ir -0.1094 -0.0338 0.5150 0.3 -0.6 -0.5 1.205
C -0.0111 4.4803 -0.2536 0.0 -0.1 0.1 0.004
C 1.2204 3.8399 0.3089 0.1 0.4 0.0 -0.245
N 2.1968 4.6278 0.7339 -0.3 0.0 -0.1 0.162
C 3.3295 4.1110 1.2039 0.2 -0.4 0.1 -0.041
C 3.5937 2.7525 1.2418 0.1 0.2 0.0 -0.119
C 4.9105 2.2096 1.7362 0.0 0.0 -0.1 -0.175
O 4.7171 1.1509 2.6684 0.0 0.0 0.1 -0.055
C 2.5710 1.8911 0.8196 -0.2 -0.2 -0.1 -0.077
C 2.8169 0.4693 0.7478 0.2 0.4 0.0 -0.018
N 1.9248 -0.4550 0.6378 -0.4 -0.2 0.3 -0.069
C 2.4039 -1.8042 0.4870 0.0 0.1 -0.1 -0.345
C 3.5417 -2.2465 1.1529 0.0 -0.1 0.0 -0.010
C 3.9739 -3.5533 0.9834 0.0 0.0 0.0 -0.020
C 3.2770 -4.4294 0.1647 0.0 0.0 0.0 -0.034
C 2.1288 -4.0070 -0.4866 -0.1 0.0 -0.1 -0.108
C 1.7057 -2.7006 -0.3107 0.3 -0.1 0.1 -0.580
I -0.0266 -2.0347 -1.2640 -0.2 -0.1 0.1 1.308
C 1.3651 2.4434 0.3745 0.2 -0.3 -0.1 -0.248
O 0.3562 1.6858 -0.0941 -0.2 1.0 0.3 -0.217
H 0.1646 5.5464 -0.3615 0.0 0.0 0.0 0.096
H -0.8628 4.3363 0.4145 0.0 0.0 0.0 0.080
H -0.2782 4.0529 -1.2196 0.0 0.0 0.0 0.090
H 4.0765 4.8151 1.5544 0.0 0.0 0.0 0.133
H 5.5180 3.0164 2.1470 0.0 0.0 0.0 0.136
H 5.4811 1.7899 0.9032 0.0 0.0 0.0 0.139
H 4.6812 1.5087 3.5622 0.0 0.0 0.0 0.109
H 3.8567 0.1702 0.7388 0.0 -0.1 0.0 0.135
H 4.0653 -1.5930 1.8396 0.0 0.1 0.0 0.127
H 4.8542 -3.8929 1.5114 0.0 0.0 0.0 0.128
H 3.6161 -5.4485 0.0416 0.0 0.0 0.0 0.127
H 1.5755 -4.6900 -1.1174 0.0 0.0 0.0 0.115
C -1.0297 2.5821 2.9586 -0.1 -0.1 0.1 -0.140
Si -0.6699 0.8703 3.6093 0.0 0.0 0.2 0.504
C -1.7933 0.6871 5.0921 0.1 -0.1 0.0 -0.148
C 1.1217 0.6180 4.0731 0.0 0.0 0.0 -0.139
C -1.1589 -0.4300 2.2284 -0.1 0.1 0.3 -0.424
C -2.4649 -0.0156 1.6255 0.2 0.1 -0.3 -0.388
C -3.7931 -0.0393 1.9917 -0.1 0.1 0.0 0.017
C -4.7120 0.4883 1.0873 0.0 0.0 0.1 0.004
C -4.3013 1.0062 -0.1339 0.1 0.0 0.0 -0.012
C -2.9552 0.9755 -0.4542 -0.1 0.1 0.0 -0.060
N -2.0918 0.4727 0.4245 0.0 -0.3 0.0 -0.091
Si -1.1428 -2.3115 2.7954 -0.1 -0.1 0.1 0.506
C -2.1112 -3.2980 1.5223 0.0 0.0 0.0 -0.184
C 0.6031 -2.9074 3.1004 0.0 0.1 0.0 -0.150
C -2.0876 -2.4398 4.4046 0.0 0.0 0.0 -0.155
H -0.5594 3.3005 3.6350 0.0 0.0 0.0 0.063
H -2.1061 2.7710 2.9889 0.0 0.0 0.0 0.056
H -0.6920 2.8007 1.9557 0.1 0.0 -0.2 -0.011
H -1.6645 1.5891 5.6959 0.0 0.0 0.0 0.057
H -1.5662 -0.1659 5.7270 0.0 0.1 0.0 0.026
H -2.8474 0.6404 4.8138 0.0 0.0 0.0 0.041
H 1.3175 1.1863 4.9858 0.0 0.0 0.0 0.055
H 1.8235 0.9721 3.3151 0.0 0.0 0.0 0.011
H 1.3545 -0.4256 4.2868 0.0 0.0 0.0 0.031
H -4.1122 -0.4413 2.9421 0.0 0.0 0.0 0.119
H -5.7634 0.4970 1.3426 0.0 0.0 0.0 0.131
H -5.0144 1.4214 -0.8303 0.0 0.0 0.0 0.125
H -2.5564 1.3510 -1.3871 0.0 0.0 0.0 0.135
H -2.2460 -2.8143 0.5567 0.0 0.0 0.0 -0.030
H -3.1108 -3.4898 1.9172 0.0 0.0 0.0 0.047
H -1.6465 -4.2697 1.3445 0.0 0.0 0.0 0.045
H 1.3699 -2.3166 2.6077 0.0 0.0 0.0 -0.002
H 0.7238 -3.9435 2.7787 0.0 0.0 0.0 0.052
H 0.8095 -2.8728 4.1716 0.0 0.0 0.0 0.049
H -3.0519 -1.9325 4.4216 0.0 0.0 0.0 0.037
H -1.5049 -2.1064 5.2614 0.0 -0.1 0.0 0.031
H -2.2858 -3.5074 4.5415 0.0 0.0 0.0 0.060
```
Positions in Å, forces in eV/Å.

Calculated values
Electronic energy (Ha): -2306.40366
Energy above the lowest of the compared OMol25 structures with the same formula, charge and spin (kJ/mol): 23.6
Gap between HOMO and LUMO (spin up / spin down) (eV): 6.34 / 6.30
Total charge: +2
2S+1: 2



Entry from OMol25: the molecule C26H34N2O4 (ωB97M-V/def2-TZVPD).

XYZ file:
```
66
Properties=species:S:1:pos:R:3:forces:R:3:lowdin_charge:R:1
C -0.2752 4.2011 1.4118 -0.1 -0.3 -0.3 -0.061
C -0.0471 3.6802 -0.0010 0.0 0.6 0.1 -0.219
H -0.5241 4.3465 -0.7279 0.2 -0.1 0.1 0.121
H 1.0199 3.5937 -0.2205 -0.1 0.0 0.0 0.122
O -0.5686 2.3665 -0.1645 -0.1 -0.4 0.0 -0.017
C -1.8849 2.2664 -0.4445 -0.3 0.3 -0.1 -0.427
O -2.5976 3.2403 -0.5758 0.2 0.0 0.1 0.088
C -2.3164 0.8853 -0.5740 -0.3 -0.3 0.0 -0.019
C -3.6085 0.4753 -0.8688 0.2 0.4 0.0 -0.168
N -3.6557 -0.8822 -0.9207 0.0 0.2 -0.1 -0.008
C -2.4075 -1.3898 -0.6382 0.7 0.2 0.1 -0.174
C -1.9657 -2.7036 -0.5485 0.0 0.0 0.0 -0.010
C -0.6398 -2.9185 -0.2525 0.1 0.0 0.0 -0.008
C 0.2468 -1.8482 -0.0458 -0.2 0.0 -0.1 -0.252
C -0.1886 -0.5388 -0.1263 0.4 -0.2 0.1 0.058
C -1.5301 -0.3053 -0.4231 -0.4 -0.3 -0.1 -0.083
H 0.4704 0.2959 0.0321 0.1 0.0 0.0 0.102
O 1.5337 -2.2180 0.2363 -0.1 -0.2 0.1 -0.055
C 2.4985 -1.2013 0.4223 0.4 0.1 0.0 -0.153
C 3.8425 -1.9010 0.6493 -0.3 0.4 0.5 -0.350
O 4.1270 -2.7762 -0.4182 0.1 -0.1 -0.3 -0.013
H 3.3070 -3.2423 -0.6238 0.0 0.0 0.0 0.095
C 4.9781 -0.8795 0.7515 -0.1 -0.3 -0.1 -0.172
N 5.0044 -0.0864 -0.4600 -0.1 -0.2 -0.2 -0.016
H 5.0460 -0.7321 -1.2438 0.0 0.1 0.0 0.118
C 6.0566 0.9152 -0.6072 0.1 0.3 -0.1 -0.639
C 7.4765 0.3285 -0.5401 -0.3 0.1 0.0 -0.046
H 8.2092 1.0945 -0.7809 0.1 0.1 0.0 0.080
H 7.6953 -0.0501 0.4555 0.1 -0.1 0.1 0.071
H 7.5818 -0.4878 -1.2524 0.0 -0.1 -0.1 0.084
C 5.8852 1.9877 0.4727 0.0 -0.2 -0.2 -0.048
H 6.1543 1.6038 1.4531 0.0 0.0 0.2 0.073
H 4.8508 2.3195 0.4983 -0.1 0.1 0.0 0.083
H 6.5231 2.8402 0.2551 0.1 0.1 0.0 0.082
C 5.8415 1.5517 -1.9850 0.0 -0.1 0.3 -0.049
H 4.8272 1.9344 -2.0588 -0.1 0.1 0.0 0.081
H 6.5393 2.3698 -2.1427 0.1 0.1 -0.1 0.080
H 5.9896 0.8153 -2.7718 0.0 -0.1 -0.1 0.080
H 4.7904 -0.2283 1.6082 0.0 -0.1 0.0 0.121
H 5.9095 -1.4397 0.9307 -0.1 0.1 0.1 0.122
H 3.7854 -2.4763 1.5884 0.0 0.1 -0.1 0.151
H 2.5735 -0.5657 -0.4674 -0.1 -0.1 0.1 0.132
H 2.2505 -0.5810 1.2917 0.0 0.0 0.0 0.142
H -0.2500 -3.9206 -0.1693 0.0 -0.1 0.0 0.115
H -2.6305 -3.5413 -0.6972 -0.1 -0.1 0.0 0.107
C -4.8441 -1.6564 -1.1638 -0.3 -0.2 0.0 -0.079
C -5.7543 -1.7070 0.0423 -0.1 0.0 0.0 -0.212
C -7.1302 -1.6020 -0.1083 0.1 -0.1 0.0 -0.050
C -7.9622 -1.6581 0.9962 -0.1 0.0 0.0 -0.083
C -7.4246 -1.8134 2.2622 -0.1 0.0 0.0 -0.090
C -6.0526 -1.9153 2.4190 0.0 0.0 0.1 -0.075
C -5.2207 -1.8650 1.3150 0.0 0.0 0.0 -0.025
H -4.1507 -1.9447 1.4412 0.1 0.0 0.0 0.115
H -5.6280 -2.0363 3.4044 0.0 0.0 0.1 0.104
H -8.0731 -1.8530 3.1246 -0.1 0.0 0.1 0.101
H -9.0312 -1.5758 0.8674 -0.1 0.0 0.0 0.103
H -7.5532 -1.4761 -1.0951 0.0 0.0 -0.1 0.112
H -4.5366 -2.6720 -1.4317 0.0 0.2 -0.1 0.131
H -5.3843 -1.2334 -2.0168 0.1 -0.1 0.1 0.128
C -4.8174 1.2991 -1.1095 -0.1 0.1 0.0 0.018
H -4.5649 2.3458 -0.9715 -0.1 0.0 0.0 0.074
H -5.6130 1.0215 -0.4179 -0.1 0.0 0.0 0.088
H -5.1848 1.1563 -2.1265 -0.1 0.0 -0.1 0.094
H 0.1894 5.1770 1.5217 0.1 0.1 0.0 0.076
H -1.3417 4.2940 1.6013 -0.1 0.0 0.0 0.074
H 0.1545 3.5166 2.1395 0.1 0.0 0.1 0.076
```
Positions in Å, forces in eV/Å.

Calculated values
Electronic energy (Ha): -1421.65347
Energy above the lowest of the compared OMol25 structures with the same formula, charge and spin (kJ/mol): 41.5
Gap between HOMO and LUMO (eV): 8.64
Structure (SMILES): CCOC(=O)c1c(C)n(Cc2ccccc2)c2ccc(OC[C@@H](O)CNC(C)(C)C)cc12
Total charge: 0
2S+1: 1



Entry from OMol25: C26H34NRuS as an isolated structure at a distorted geometry (ωB97M-V/def2-TZVPD).

XYZ file:
```
63
Properties=species:S:1:pos:R:3:forces:R:3:lowdin_charge:R:1
C -0.5121 -0.7943 1.8973 -0.3 0.9 0.4 -0.259
C -1.6640 -0.3153 1.2286 0.9 0.8 -0.2 -0.203
C -1.5068 1.0726 0.9728 0.3 -0.8 0.6 -0.202
C -0.2021 1.4836 1.4552 0.1 -1.4 0.7 -0.383
C 0.4231 0.2954 2.0775 -1.4 0.8 0.1 -0.410
Ru 1.0357 0.4094 0.0901 -0.5 -0.1 -0.5 1.004
C 2.1418 2.2043 -2.3541 -1.2 -1.8 0.3 -0.309
C 2.7880 1.2039 -1.6998 0.8 0.6 -0.7 -0.210
H 3.3198 0.4271 -2.2595 -0.4 0.3 -0.1 0.113
C 2.9145 1.0818 -0.2430 0.3 0.1 0.8 -0.287
H 3.1597 1.9919 0.3254 0.0 -0.3 -0.2 0.077
H 3.5658 0.2299 0.0295 0.0 0.7 -0.1 0.030
C 1.8165 2.0713 -3.8189 0.0 -0.2 -1.0 -0.060
H 1.6174 1.0079 -4.1026 0.3 0.8 0.3 0.096
H 0.8990 2.6411 -4.0391 0.4 -0.3 0.0 0.071
H 2.5815 2.4450 -4.5204 -0.1 -0.1 0.4 0.089
C 1.1841 3.0860 -1.5933 -0.3 0.4 0.3 -0.065
H 0.5444 2.4501 -0.9325 0.2 0.6 -0.3 0.042
H 1.6421 3.8513 -0.9630 0.1 -0.1 0.1 0.091
H 0.4932 3.6035 -2.2669 0.2 -0.1 0.1 0.082
C -2.8582 -1.1332 0.9380 -0.3 -0.4 -0.2 -0.023
H -2.5692 -2.1626 0.7097 0.0 0.0 0.1 0.087
H -3.5359 -1.1718 1.8020 0.1 0.1 -0.2 0.106
H -3.4006 -0.7743 0.0589 0.0 0.0 0.4 0.042
C -2.5670 1.9731 0.4830 -0.3 0.4 -0.5 -0.022
H -3.1453 1.4923 -0.3133 0.0 0.2 0.2 0.063
H -3.2751 2.2499 1.2840 0.3 -0.1 -0.2 0.110
H -2.1394 2.8998 0.0781 -0.2 -0.2 0.1 0.081
C 0.2604 2.8626 1.6998 0.2 1.1 0.4 -0.062
H -0.3896 3.5909 1.1875 0.3 -0.2 0.2 0.086
H 0.2647 3.1053 2.7817 -0.1 0.0 -0.5 0.104
H 1.2861 2.9979 1.3241 -0.3 0.2 0.2 0.060
C 1.4859 0.3532 3.1105 0.4 0.0 0.5 -0.043
H 2.0949 1.2605 2.9936 -0.1 -0.3 0.1 0.084
H 1.0462 0.3550 4.1259 0.2 0.0 -0.4 0.107
H 2.1461 -0.5218 3.0297 -0.1 0.2 0.2 0.058
C -0.3953 -2.1481 2.4745 0.2 -0.5 0.1 -0.037
H 0.5921 -2.3088 2.9231 -0.2 0.0 0.0 0.076
H -1.1516 -2.3077 3.2566 0.1 0.1 -0.1 0.109
H -0.5497 -2.9211 1.7115 0.0 0.1 0.1 0.073
C -3.3949 -0.8030 -2.1863 3.8 1.2 -1.2 0.025
C -2.4717 0.2840 -2.5464 -2.9 0.3 -0.5 -0.079
C -4.5944 -1.0589 -2.7460 -0.9 1.6 -0.5 -0.108
C -3.1523 1.3123 -3.2385 0.5 0.0 0.3 -0.133
H -1.4137 0.6010 -2.4449 -0.6 -1.5 0.8 0.091
C -5.2063 0.0610 -3.4157 0.1 -0.1 -0.1 -0.066
H -5.0875 -2.0257 -2.6913 -0.1 0.2 0.2 0.105
C -4.4951 1.2571 -3.6083 -0.7 -1.1 0.4 -0.096
H -2.6044 2.2240 -3.4888 0.0 -0.3 0.1 0.101
H -6.2390 -0.0356 -3.7954 0.7 0.0 0.3 0.110
H -4.9814 2.1397 -4.0258 0.1 -0.4 -0.1 0.107
S 1.4137 -1.7619 -0.4974 0.2 -2.1 -0.6 0.675
C 2.1979 -2.7687 0.6932 0.6 1.1 -0.4 -0.641
N 3.3164 -2.3051 1.3409 -0.2 -0.4 0.3 0.070
C 3.9750 -3.0254 2.2996 -0.3 0.0 -0.3 -0.036
C 3.5359 -4.2877 2.6246 0.3 0.2 0.2 -0.037
C 2.4234 -4.8288 1.9547 -0.1 0.8 -0.7 -0.006
C 1.7864 -4.0764 0.9703 0.1 -0.6 0.5 -0.087
H 3.6527 -1.3633 1.1046 -0.3 -0.6 0.2 0.128
H 4.8331 -2.5342 2.7586 -0.3 -0.2 -0.1 0.142
H 4.0574 -4.8612 3.3906 -0.1 0.2 -0.2 0.122
H 2.0697 -5.8240 2.1979 0.0 0.1 -0.1 0.126
H 0.9380 -4.4568 0.4077 0.2 0.0 0.2 0.120
```
Positions in Å, forces in eV/Å.

Calculated values
Electronic energy (Ha): -1558.50126
Energy above the lowest of the compared OMol25 structures with the same formula, charge and spin (kJ/mol): 0.0
Gap between HOMO and LUMO (spin up / spin down) (eV): 5.96 / 6.83
Total charge: +1
2S+1: 5



Entry from OMol25: C26H35AsIN4OPdSSi as an isolated structure (ωB97M-V/def2-TZVPD).

XYZ file:
```
71
Properties=species:S:1:pos:R:3:forces:R:3:lowdin_charge:R:1
Pd 0.5868 1.3233 2.3221 0.2 -0.1 0.2 0.650
C -4.0296 2.1368 -2.8479 0.0 0.0 0.0 -0.063
N -3.1877 2.1240 -1.6771 0.0 0.0 0.1 -0.140
C -2.1478 2.9985 -1.4150 0.0 -0.1 0.0 -0.057
C -1.6763 2.6983 -0.1960 0.0 0.0 0.0 -0.051
N -2.4319 1.6404 0.2989 0.0 0.0 0.0 0.021
C -3.3795 1.2821 -0.6232 0.1 0.0 -0.1 -0.752
S -4.5751 0.0991 -0.6119 -0.1 0.0 0.0 0.572
C -2.1704 1.1200 1.6139 0.0 0.0 0.0 -0.312
C -2.6776 -0.0581 2.0717 0.0 0.0 0.0 -0.071
C -2.3174 -0.4531 3.3909 0.0 0.0 0.0 -0.114
C -1.5014 0.3274 4.1431 0.0 0.0 -0.1 -0.122
C -0.9966 1.5606 3.5983 -0.1 0.0 -0.1 -0.324
N -1.3834 1.9666 2.3300 -0.1 0.0 0.0 -0.056
H -3.6227 2.8608 -3.5516 0.0 0.0 0.0 0.088
H -5.0513 2.4046 -2.5770 0.0 0.0 0.0 0.084
H -4.0532 1.1478 -3.3024 0.0 0.1 0.0 0.038
H -1.8232 3.7292 -2.1336 0.0 0.0 0.0 0.110
H -0.8708 3.1062 0.3840 0.0 0.0 0.0 0.097
H -3.3384 -0.6519 1.4650 0.0 0.0 0.0 0.022
H -2.7024 -1.3869 3.7819 0.0 0.0 0.0 0.094
H -1.2168 0.0457 5.1491 0.0 0.0 0.0 0.087
H -0.7318 2.3573 4.2886 0.0 0.0 0.0 0.084
C 1.9531 -1.9195 3.9425 0.0 0.0 0.0 -0.181
Si 2.7693 -0.2372 4.2388 0.0 0.0 0.0 0.180
C 4.6210 -0.5721 4.4532 0.0 0.0 0.0 -0.186
C 2.1389 0.3739 5.9152 0.0 0.0 0.0 -0.180
O 2.5138 0.7880 3.0511 0.1 0.0 0.0 -0.474
H 2.1135 -2.6199 4.7681 0.0 0.0 0.0 0.016
H 2.3451 -2.3787 3.0294 0.0 0.0 0.0 0.007
H 0.8757 -1.7872 3.8051 0.0 0.0 0.0 0.008
H 4.8251 -1.2547 5.2838 0.0 0.0 0.0 0.014
H 5.1595 0.3615 4.6379 0.0 0.0 0.0 0.017
H 5.0340 -1.0167 3.5425 0.0 0.0 0.0 0.006
H 2.3255 -0.3473 6.7170 0.0 0.0 0.0 0.016
H 1.0625 0.5596 5.8689 0.0 0.0 0.0 -0.003
H 2.6234 1.3168 6.1829 0.0 0.0 0.0 0.019
I 5.4472 3.1929 -0.2076 0.0 0.0 0.0 0.826
C 4.1672 1.5714 0.0814 0.0 0.0 0.0 -0.721
C 4.6727 0.2955 0.2506 0.0 0.0 0.0 -0.140
C 3.7755 -0.7340 0.4737 0.0 0.0 0.0 -0.062
C 2.4244 -0.4387 0.5224 0.0 0.0 0.0 -0.209
N 1.9385 0.7857 0.3251 0.0 0.1 0.1 0.000
C 2.7997 1.7797 0.1250 0.0 -0.1 -0.1 -0.236
H 5.7387 0.1133 0.2279 0.0 0.0 0.0 0.095
H 4.1183 -1.7472 0.6338 0.0 0.0 0.0 0.109
H 1.6960 -1.2107 0.7411 0.0 0.0 0.0 0.085
H 2.3805 2.7702 0.0001 0.0 0.0 0.0 0.092
C 1.3094 -0.5751 -3.0010 0.0 0.0 0.0 -0.327
As 0.6414 -2.1233 -1.9975 0.0 0.0 -0.1 1.117
C -0.7963 -1.1890 -1.0697 0.0 0.1 0.0 -0.335
C -0.4466 -2.9935 -3.4281 0.0 0.0 0.0 -0.370
C -1.3405 -2.0982 -4.2194 0.0 0.0 0.0 -0.321
C -0.8802 -1.4782 -5.3815 0.0 0.0 0.0 -0.075
C -1.6932 -0.6249 -6.1110 0.0 0.0 0.0 -0.095
C -2.9927 -0.3738 -5.6923 0.0 0.0 0.0 -0.107
C -3.4640 -0.9831 -4.5383 0.0 -0.1 0.0 -0.107
C -2.6464 -1.8334 -3.8071 0.0 0.0 0.0 -0.057
H 0.4954 -0.0364 -3.4864 0.0 0.0 0.0 0.018
H 2.0359 -0.8892 -3.7510 0.0 0.0 0.0 0.015
H 1.8049 0.0873 -2.2913 0.0 0.0 0.0 -0.005
H -1.3856 -0.5929 -1.7683 0.0 0.0 0.0 0.014
H -0.3403 -0.5224 -0.3355 -0.1 0.0 0.1 -0.006
H -1.4491 -1.8925 -0.5512 0.0 0.0 0.0 0.029
H -1.0252 -3.7597 -2.9091 0.0 0.0 0.0 0.062
H 0.2657 -3.5047 -4.0779 0.0 0.0 0.0 0.058
H 0.1336 -1.6710 -5.7141 0.0 0.0 0.0 0.107
H -1.3116 -0.1552 -7.0092 0.0 0.0 0.0 0.096
H -3.6335 0.2875 -6.2615 0.0 0.0 0.0 0.096
H -4.4785 -0.7999 -4.2066 0.0 0.0 0.1 0.098
H -3.0232 -2.3013 -2.9037 0.0 0.1 0.0 0.110
```
Positions in Å, forces in eV/Å.

Calculated values
Electronic energy (Ha): -4655.15899
Energy above the lowest of the compared OMol25 structures with the same formula, charge and spin (kJ/mol): 0.0
Gap between HOMO and LUMO (eV): 5.99
Total charge: -1
2S+1: 1